[1]
Entry from OMol25: a molecular structure, C36H29AsF6O3PPtS2Sb (ωB97M-V/def2-TZVPD).

Last column: Löwdin charge in e.
Cartesian coordinates (Å):
Pt  -1.448  0.950  0.000  1.004
O  -0.046  -1.392  0.043  -0.431
S  0.281  -1.028  1.413  0.459
O  1.621  -1.399  1.773  -0.256
O  0.103  0.498  1.490  -0.479
C  -0.953  -1.760  2.419  -0.265
C  -0.588  -2.399  3.585  -0.001
C  -1.569  -3.029  4.346  0.010
C  -2.893  -2.988  3.939  0.001
C  -3.256  -2.342  2.762  -0.037
C  -2.285  -1.735  1.968  -0.295
P  -2.781  -0.970  0.408  1.086
C  -2.535  -2.049  -1.000  -0.360
C  -2.558  -1.474  -2.276  -0.120
C  -2.250  -2.251  -3.379  -0.036
C  -1.903  -3.586  -3.204  -0.021
C  -1.898  -4.155  -1.937  -0.026
C  -2.197  -3.389  -0.823  -0.051
C  -4.463  -0.443  0.494  -0.343
C  -5.265  -0.472  -0.663  -0.044
C  -6.478  0.183  -0.670  -0.016
C  -6.924  0.824  0.485  0.007
C  -6.140  0.851  1.636  -0.029
C  -4.912  0.227  1.652  -0.090
H  0.454  -2.420  3.880  0.134
H  -1.288  -3.554  5.248  0.136
H  -3.655  -3.474  4.533  0.135
H  -4.292  -2.330  2.451  0.124
H  -2.808  -0.426  -2.408  0.096
H  -2.276  -1.815  -4.368  0.123
H  -1.641  -4.188  -4.064  0.126
H  -1.680  -5.207  -1.812  0.126
H  -2.188  -3.838  0.162  0.121
H  -4.958  -1.043  -1.528  0.109
H  -7.084  0.179  -1.566  0.130
H  -7.901  1.291  0.489  0.134
H  -6.473  1.400  2.506  0.132
H  -4.291  0.289  2.536  0.117
S  0.166  0.992  -1.680  0.401
Sb  2.180  0.629  -0.356  1.519
C  3.358  1.151  1.415  -0.330
C  4.730  0.877  1.276  -0.105
C  5.570  1.158  2.353  -0.037
C  5.050  1.738  3.492  -0.024
C  3.677  2.043  3.581  -0.023
C  2.813  1.746  2.531  -0.112
C  3.073  -1.042  -1.323  -0.339
C  2.756  -1.270  -2.657  -0.130
C  3.503  -2.208  -3.356  -0.046
C  4.517  -2.914  -2.721  -0.028
C  4.776  -2.715  -1.370  -0.034
C  4.040  -1.782  -0.654  -0.110
C  3.010  2.391  -1.385  -0.249
C  3.548  3.458  -0.638  0.012
C  4.064  4.558  -1.320  0.010
C  4.031  4.584  -2.702  0.063
C  3.484  3.510  -3.433  0.064
C  2.964  2.404  -2.772  -0.090
H  5.146  0.485  0.357  0.105
H  6.624  0.928  2.275  0.128
H  5.704  1.976  4.319  0.126
H  3.278  2.497  4.478  0.123
H  1.756  1.949  2.619  0.103
H  1.949  -0.743  -3.149  0.073
H  3.290  -2.379  -4.403  0.122
H  5.091  -3.646  -3.272  0.126
H  5.540  -3.295  -0.870  0.126
H  4.192  -1.678  0.413  0.105
H  3.565  3.453  0.443  0.117
H  4.470  5.388  -0.757  0.138
H  4.406  5.453  -3.229  0.148
H  3.429  3.550  -4.514  0.146
H  2.532  1.596  -3.348  0.095
F  -2.975  2.192  1.229  -0.318
As  -3.062  3.533  -0.019  0.841
F  -1.270  3.291  0.010  -0.348
F  -2.970  4.708  1.170  -0.138
F  -2.872  4.521  -1.360  -0.143
F  -4.736  3.362  -0.045  -0.147
F  -2.979  2.010  -1.147  -0.350

Calculated values
Kohn-Sham gap (spin up / spin down) in Eh: 0.205 / 0.160
LUMO energy (spin up / spin down) in eV: -11.17 / -12.39
ΔE to the lowest compared entry with this formula, charge and spin in kJ/mol: 235.03
E_HOMO (spin up / spin down) in eV: -16.7529 / -16.7428
2S+1: 2
Energy in a.u.: -5946.1668
Net charge: +3


[2]
Entry from OMol25: C6H13N2 in the gas phase (ωB97M-V/def2-TZVPD).

Last column: natural (NBO) charge in e.
Cartesian coordinates (Å):
C  1.578  -0.662  -1.718  -0.625
C  2.145  -0.116  -0.393  -0.219
C  0.287  0.442  1.250  -0.071
N  1.443  -0.423  0.854  -0.629
H  1.661  -1.752  -1.750  0.193
H  0.528  -0.399  -1.785  0.211
H  2.102  -0.253  -2.583  0.211
H  3.149  -0.530  -0.262  0.185
H  2.238  0.966  -0.485  0.198
H  -0.354  -0.186  1.876  0.174
H  0.664  1.257  1.878  0.175
H  1.076  -1.370  0.831  0.345
C  -1.707  0.208  -0.156  -0.203
C  -2.129  -1.048  0.410  -0.284
C  -1.711  1.533  0.556  -0.260
N  -0.390  1.055  0.095  -0.384
H  -1.872  0.355  -1.228  0.223
H  -2.966  -1.171  1.079  0.189
H  -1.718  -1.929  -0.086  0.175
H  -2.170  2.342  -0.004  0.199
H  -1.854  1.681  1.623  0.197

Calculated values
Kohn-Sham gap (spin up / spin down) in Eh: 0.357 / 0.305
LUMO energy (spin up / spin down) in eV: 1.11 / -0.43
ΔE to the lowest compared entry with this formula, charge and spin in kJ/mol: 94.89
E_HOMO (spin up / spin down) in eV: -8.6013 / -8.7247
2S+1: 2
Energy in a.u.: -345.7835


[3]
Entry from OMol25: a molecular structure, C25H35AsN4OPd (ωB97M-V/def2-TZVPD).

Last column: natural (NBO) charge in e.
Cartesian coordinates (Å):
Pd  0.601  -0.271  0.104  0.557
C  -0.165  2.878  -2.487  -0.398
C  1.013  1.963  -2.139  -0.423
C  1.044  0.584  -2.827  -0.233
N  0.426  -0.455  -2.006  -0.506
C  -0.661  -1.079  -2.357  0.241
C  -1.447  -0.784  -3.521  -0.355
C  -2.307  -1.604  -4.219  -0.168
C  -2.560  -2.969  -4.076  -0.413
C  -2.074  -3.795  -3.056  -0.158
C  -1.456  -3.449  -1.879  -0.383
C  -1.133  -2.133  -1.392  0.254
N  -1.103  -1.797  -0.147  -0.521
C  -1.398  -2.748  0.892  -0.235
C  -1.426  -2.080  2.275  -0.402
C  -0.108  -1.393  2.716  -0.243
N  0.028  -0.073  2.130  -0.529
C  -0.653  0.922  2.627  0.251
C  -1.385  0.837  3.855  -0.376
C  -1.855  1.834  4.693  -0.160
C  -1.716  3.214  4.641  -0.413
C  -1.168  3.936  3.569  -0.162
C  -0.811  3.486  2.327  -0.362
C  -0.835  2.148  1.773  0.232
N  -1.058  1.898  0.526  -0.482
C  -1.600  2.924  -0.341  -0.234
C  -0.633  3.692  -1.269  -0.397
H  0.129  3.563  -3.292  0.178
H  -1.019  2.301  -2.860  0.187
H  1.959  2.477  -2.313  0.215
H  0.995  1.764  -1.071  0.255
H  0.598  0.630  -3.828  0.167
H  2.093  0.294  -2.948  0.205
H  -1.353  0.229  -3.891  0.194
H  -2.820  -1.129  -5.053  0.181
H  -3.177  -3.437  -4.838  0.179
H  -2.262  -4.858  -3.195  0.181
H  -1.198  -4.258  -1.203  0.203
H  -2.372  -3.232  0.718  0.176
H  -0.648  -3.553  0.906  0.183
H  -2.220  -1.329  2.273  0.210
H  -1.690  -2.848  3.011  0.184
H  -0.069  -1.358  3.815  0.173
H  0.740  -1.992  2.383  0.214
H  -1.598  -0.165  4.205  0.189
H  -2.375  1.465  5.576  0.178
H  -2.073  3.780  5.496  0.178
H  -1.070  5.008  3.725  0.181
H  -0.480  4.246  1.629  0.200
H  -2.315  2.409  -0.994  0.181
H  -2.172  3.658  0.248  0.166
H  -1.170  4.584  -1.614  0.180
H  0.242  4.027  -0.704  0.207
C  3.844  -0.681  1.900  -0.994
As  3.021  -0.293  0.133  1.560
C  2.341  -2.609  0.015  -1.011
C  4.406  -1.062  -1.113  -0.986
O  3.468  1.324  -0.071  -1.240
H  4.047  -1.745  2.041  0.199
H  3.160  -0.333  2.677  0.219
H  4.767  -0.102  1.965  0.208
H  3.205  -3.242  0.262  0.161
H  2.053  -2.756  -1.029  0.185
H  1.502  -2.862  0.663  0.165
H  4.881  -1.934  -0.660  0.195
H  5.149  -0.294  -1.334  0.208
H  3.921  -1.375  -2.041  0.204

Calculated values
Kohn-Sham gap (spin up / spin down) in Eh: 0.194 / 0.187
LUMO energy (spin up / spin down) in eV: 5.07 / 5.08
ΔE to the lowest compared entry with this formula, charge and spin in kJ/mol: 0.00
E_HOMO (spin up / spin down) in eV: -0.2034 / -0.0054
2S+1: 1
Energy in a.u.: -3631.3563
Net charge: -2


[4]
Entry from OMol25: a molecular structure, C2H2OSn (ωB97M-V/def2-TZVPD).

Last column: natural (NBO) charge in e.
Cartesian coordinates (Å):
C  -0.599  0.213  -1.208  -0.413
C  0.308  0.847  -0.683  -0.167
H  -1.519  -0.356  -1.203  0.209
H  1.238  1.393  -0.614  0.202
O  0.512  -0.177  1.748  -1.431
Sn  0.060  -1.920  1.960  -0.400

Calculated values
Kohn-Sham gap (spin up / spin down) in Eh: 0.103 / 0.110
LUMO energy (spin up / spin down) in eV: 7.00 / 7.23
E_HOMO (spin up / spin down) in eV: 4.1965 / 4.2454
2S+1: 1
Energy in a.u.: -366.6561
Net charge: -2


[5]
Entry from OMol25: a molecular structure, C9H17ErN2O12S (ωB97M-V/def2-TZVPD).

Last column: natural (NBO) charge in e.
Cartesian coordinates (Å):
Er  -0.944  -0.073  0.470  1.903
O  -0.342  -4.449  1.397  -0.757
C  -0.101  -3.041  1.364  0.748
O  -0.777  -2.370  0.477  -0.861
C  1.459  -2.816  1.356  -0.127
O  2.019  -1.795  0.616  -0.539
C  2.080  -2.046  -0.823  -0.183
C  1.535  -0.856  -1.643  0.781
O  2.096  -0.698  -2.758  -0.724
O  0.494  -0.253  -1.234  -0.811
H  -1.175  -4.570  0.852  0.481
H  1.956  -3.759  1.149  0.154
H  1.710  -2.582  2.389  0.201
H  1.465  -2.901  -1.121  0.204
H  3.127  -2.208  -1.115  0.179
O  -1.064  -1.208  4.551  -0.976
S  -0.931  -1.143  3.114  2.549
O  -0.400  -2.653  2.823  -0.784
O  0.146  -0.239  2.652  -1.017
O  -2.180  -0.869  2.326  -0.948
N  -1.162  0.962  -3.627  -0.674
N  -2.342  1.421  -3.135  -0.548
C  -2.975  0.805  -2.007  0.903
O  -4.187  1.005  -1.908  -0.735
O  -2.204  0.027  -1.367  -0.842
H  -0.584  1.797  -3.683  0.312
H  -0.811  0.334  -2.924  0.403
H  -2.863  2.160  -3.586  0.362
C  -2.744  1.955  0.897  -1.284
H  -3.773  1.627  0.739  0.202
H  -2.230  2.556  0.130  0.170
H  -2.553  2.238  1.912  0.168
C  2.372  1.602  1.108  -0.744
C  1.264  2.293  0.299  0.681
C  1.603  3.224  -0.901  -0.722
O  0.080  2.043  0.641  -0.579
H  1.996  0.650  1.513  0.289
H  2.765  2.154  1.973  0.235
H  3.262  1.365  0.459  0.217
H  2.493  3.871  -0.680  0.208
H  0.693  3.845  -0.962  0.244
H  1.729  2.594  -1.737  0.263

Calculated values
Kohn-Sham gap (spin up / spin down) in Eh: 0.165 / 0.164
LUMO energy (spin up / spin down) in eV: 4.64 / 4.64
E_HOMO (spin up / spin down) in eV: 0.1580 / 0.1667
2S+1: 4
Energy in a.u.: -2778.9739
Net charge: -2